[1]
Density functional theory data (ωB97M-V with the def2-TZVPD basis set) for 12 unconnected molecules or ions with the total composition H24O12.

Structure (XYZ):
```
36
H24O12 ωB97M-V with the def2-TZVPD basis set
H 1.70754 3.56955 -0.43068
H -0.90914 3.91375 2.49623
H -1.99690 -2.80712 2.25636
H -3.90903 0.77026 0.60642
H -1.93102 0.42316 -1.59519
H -1.06264 0.60129 4.04175
O -1.87222 0.81050 -2.46854
H 4.01286 0.07856 -1.44436
O -0.54277 -1.90134 -1.12061
H 1.21422 -2.15669 -1.67146
H 0.48094 3.17919 0.36618
H -2.41931 1.59449 -2.42070
O 0.99083 2.93553 -0.40640
O 3.51500 0.18683 -0.63402
H 1.14422 0.74650 -2.72631
H -0.18252 -0.51848 0.28883
H 0.92576 1.56218 -1.46980
H -0.23303 0.38150 2.79462
H -1.88724 -2.40609 0.80067
O -0.16893 0.66838 3.70557
O 1.04767 0.66405 -1.77757
H 0.19164 0.94816 0.25938
H -2.58861 0.55866 1.31607
H 1.57957 -2.27750 0.79976
H -0.39808 2.49512 2.36141
H -0.59319 -1.11610 -1.66566
O 2.00374 -3.13049 0.70639
O -0.12443 0.25919 0.84389
H 2.60715 0.28431 -0.92132
O 1.99089 -2.61170 -1.99702
O -0.49158 3.31527 1.87680
O -2.19629 -3.11029 1.37061
O -3.06837 0.32023 0.52284
H 2.39295 -3.11056 -0.16788
H -1.12819 -2.52732 -1.54683
H 1.89835 -2.59298 -2.94955
```

## Properties
Energy above the lowest of the compared OMol25 structures with the same formula, charge and spin (kJ/mol): 124.30
Structure (SMILES): O.O.O.O.O.O.O.O.O.O.O.O
E_LUMO (eV): -0.162
HOMO (eV): -10.20
HOMO-LUMO gap (Ha): 0.3689
Energy (Ha): -917.27801

The molecule's natural (NBO) atomic charges, reported in e, are given here:
1. H 0.4914
2. H 0.4878
3. H 0.4656
4. H 0.4726
5. H 0.4813
6. H 0.4606
7. O -0.9592
8. H 0.4582
9. O -0.9702
10. H 0.4876
11. H 0.5118
12. H 0.4764
13. O -0.9925
14. O -0.9615
15. H 0.4847
16. H 0.4955
17. H 0.5071
18. H 0.4924
19. H 0.4715
20. O -0.9550
21. O -0.9953
22. H 0.4920
23. H 0.4788
24. H 0.4562
25. H 0.4990
26. H 0.4936
27. O -0.9491
28. O -0.9902
29. H 0.4827
30. O -0.9675
31. O -0.9750
32. O -0.9375
33. O -0.9505
34. H 0.4887
35. H 0.5003
36. H 0.4674


[2]
Density functional theory data (ωB97M-V with the def2-TZVPD basis set) for 12 unconnected molecules or ions with the total composition C43H117N7O12.

Structure (XYZ):
```
179
C43H117N7O12 ωB97M-V with the def2-TZVPD basis set
H -6.26746 -1.25026 -5.59652
H -0.04778 4.15237 4.68367
O -1.32105 -3.54351 -7.27847
H 4.99051 2.96721 2.83638
C -5.23995 -1.49272 -2.80457
H -4.99944 -2.38585 -3.40401
C -0.08261 3.84670 2.28757
C 4.41144 -0.25221 3.38632
C -0.93817 -3.23348 6.18726
H -1.52354 -3.85412 6.85727
O -2.53977 -2.91099 -0.87137
C -3.72264 2.34565 1.17070
O 3.87174 1.48205 5.02482
H -0.09769 3.40199 1.33225
H 1.46511 -0.16383 -2.73233
O -3.91960 3.54760 1.95144
H 0.49080 4.79772 2.18197
N 1.04892 0.86362 5.03468
C 0.33907 0.01198 0.72414
H -2.06836 -4.35564 1.60203
H -1.14634 0.41754 2.18772
H 0.60751 -3.93185 -5.67395
H 4.09150 -0.15412 -7.62907
H -3.68866 0.66043 -3.90769
C -0.64784 -2.43446 -7.87255
H -4.20020 -3.43119 0.35757
H 4.27367 1.76191 -1.39229
H -1.90105 -5.42248 0.02726
C 0.94599 -3.80623 7.66147
H 0.16106 1.92242 -2.63656
H 0.58081 0.56998 4.15396
H 6.63777 1.40927 3.97258
H 2.44049 1.82907 -1.26357
H -2.96297 2.70325 3.57590
O -6.37156 -1.81817 -1.97228
H -7.32684 -1.56665 -0.20126
H 0.46975 3.36293 7.41602
H -1.92009 -2.59654 -3.06702
H 3.78486 -2.07131 -2.68565
C 2.19958 -2.92335 -1.36006
H 0.23617 -1.52196 3.09811
O 3.25525 -0.07318 -1.59796
H 4.44460 -0.67537 -6.00085
H -1.77331 1.97104 -1.39282
H 2.25893 -3.22606 -0.33316
C -6.56750 -0.53242 -4.82644
H -2.24791 -4.29569 -5.70049
H 5.59687 -3.25471 -1.58073
C 4.49273 4.62356 1.56815
H -0.06010 -2.37650 1.57919
H 3.59907 -0.93338 3.54318
C 3.63921 -0.28655 -6.67788
H 3.25462 0.21538 -4.35046
H 0.92833 3.98285 -3.67050
H 2.72042 -6.12464 6.36812
H 3.19669 -5.14942 7.74572
C -3.17524 2.80351 -0.15702
H -1.21696 -1.52955 -7.74132
C 4.76244 0.34548 4.75439
H -0.15188 -4.40245 -4.18614
N -2.62883 1.68792 -0.85455
H -1.17337 4.12501 2.49987
C -1.98335 -3.32167 -6.10573
H -2.84655 -2.72642 -6.34766
C 3.36668 1.20100 -0.97869
N 0.75545 0.34581 -3.26746
C -3.43401 -3.92307 -0.21436
H -4.75666 1.91338 1.18104
H 0.87239 1.52481 7.42451
H 2.90743 -1.12868 -6.81332
C -4.12540 -4.74409 -1.31631
N -4.20380 -0.00587 -4.39048
N 4.64818 -3.42447 -1.22126
C 0.22535 3.97105 -2.76652
H 1.70638 -3.36239 8.29161
H 0.83464 5.93683 -2.23943
H 0.24152 -4.42497 8.29450
O -0.01463 2.70822 -2.08755
H 5.00470 -0.92798 -0.77220
H -1.45586 3.75327 -4.05246
C 0.44388 2.17648 5.54150
H -4.88631 4.16987 -0.27031
H -0.47485 -2.64450 -8.90375
H -0.14428 -2.05707 7.84628
H 2.91763 1.20089 4.89059
H 5.18977 -0.75397 2.84710
H 0.89344 -2.89979 -4.26827
H -3.29279 -5.50159 1.14819
C 3.53288 4.77646 0.36573
C -3.92190 3.17908 3.32040
H -4.72460 2.49109 3.57376
H 5.93412 5.02353 0.37315
H 3.80191 2.60619 1.61746
O 2.97307 0.90811 -6.25788
H 0.29534 2.25589 -5.30377
H -3.41389 -5.03271 -2.06552
C 0.18485 -2.63113 6.97655
H -3.01442 1.69153 1.65055
H 1.94116 -3.80233 -1.92404
H 3.71305 3.91956 -0.28789
H 3.66262 5.66201 -0.17294
C -2.55056 -4.82236 0.67954
H 6.75119 -0.03666 5.20005
H -1.35116 -2.03054 2.73961
H -2.51390 -1.47448 -4.19059
H 2.00961 2.84191 6.76138
H -3.93642 4.15510 -1.70808
H 4.37347 -4.29745 -1.58489
H 3.35691 1.03843 0.12370
H -1.59968 -2.45104 5.71719
H 3.29451 3.56448 3.00786
O 0.38407 2.85641 3.20532
H -3.99220 4.11215 3.88086
C -6.40999 -1.17444 -0.72431
H 3.58733 -1.11474 0.26231
H -6.51828 -0.08782 -0.78829
H -0.43004 -3.81641 5.41424
H 1.37837 -2.26621 -1.64377
C 3.89750 -1.07549 -0.83045
C 0.67080 3.34186 4.48943
H -1.89381 4.37626 -2.47604
C 2.57017 0.88175 -4.80505
H 2.74246 1.89500 -4.36627
H 0.94726 0.09630 5.68899
H 1.19092 0.43193 1.35338
H 1.17905 -0.69981 -5.08676
N -1.73726 -1.99544 -3.90766
H -1.12983 5.44155 -3.65961
H -3.22389 1.42836 -1.62114
H 6.21318 1.55077 5.64650
H 1.83365 4.64610 -1.66734
C 0.08870 1.22139 -5.48708
C 3.66279 -2.40024 -1.64711
N 1.04429 -1.82422 6.12208
H 0.35949 -2.22864 -7.44206
H -2.24753 0.01109 0.08257
H -5.78622 0.57458 -3.17034
H 0.19231 0.77704 -0.01056
H -4.95528 2.67523 -1.20967
C 4.13697 3.36659 2.32955
H -7.42699 -0.97641 -4.25988
C -0.47581 -1.63525 2.26734
H 0.17856 1.15155 -6.55192
H 2.54601 4.76530 0.76748
H -2.44920 3.54865 -0.01918
H -0.67891 -1.75206 -5.57679
H -0.95328 1.03740 -5.17200
H -6.92681 0.38792 -5.31372
H 1.83178 -1.45358 6.69873
C 0.98073 2.51241 6.88305
H -5.54092 -1.33890 -0.05736
H -4.28314 -1.26396 -2.30498
H 0.26957 4.96553 -0.79628
H 4.60892 -0.31840 5.59023
H -2.25527 -2.24211 -0.22462
H 3.97534 0.56877 2.77012
H -4.48003 -5.61240 -0.82001
C -4.32185 3.50855 -0.92018
C 1.10085 0.32565 -4.70091
C -5.51730 -0.31785 -3.74865
H 4.49334 5.45544 2.30670
O 5.81712 4.37366 1.10556
C 0.12895 -3.51092 -4.74171
H 1.87298 -6.29483 7.93045
C -1.10722 -2.59933 -5.05282
H -4.53499 0.30202 -5.32270
C -0.86655 -0.35786 1.49159
O 1.49449 -4.62580 6.70732
C 0.78449 4.94464 -1.78031
C -1.09638 4.39370 -3.24938
H 1.44162 -2.42872 5.34072
H 0.74616 -0.79876 0.22968
H -0.05524 -0.19410 -3.10376
O -2.04325 -0.68598 0.75821
H 1.67640 3.77268 4.50098
H -0.65584 2.02978 5.70682
H -5.00630 -4.28149 -1.77611
C 2.33636 -5.60933 7.25344
C 6.18235 0.83623 4.84213
```

## Properties
Energy above the lowest of the compared OMol25 structures with the same formula, charge and spin (kJ/mol): 157.12
Structure (SMILES): COC[C@H](C)N.COC[C@H](C)N.COC[C@H](C)N.COC[C@H](C)N.COC[C@H](C)N.COC[C@H](C)N.COC[C@H](C)N.CC(C)O.CC(C)O.CC(C)O.CC(C)O.CC(C)O
E_LUMO (eV): 0.604
HOMO (eV): -8.38
HOMO-LUMO gap (Ha): 0.3303
Energy (Ha): -2994.46099

Results of the Löwdin charge analysis, in e, for atoms 1 through 99:
1. H 0.0818
2. H 0.1224
3. O -0.1794
4. H 0.0651
5. C -0.1915
6. H 0.1265
7. C -0.0944
8. C -0.0461
9. C -0.0685
10. H 0.0768
11. O -0.1134
12. C -0.1777
13. O -0.1239
14. H 0.0521
15. H 0.0634
16. O -0.2063
17. H 0.0942
18. N 0.0438
19. C -0.0480
20. H 0.0864
21. H 0.1140
22. H 0.0920
23. H 0.0639
24. H 0.0290
25. C -0.0875
26. H 0.1140
27. H 0.1106
28. H 0.0828
29. C -0.2522
30. H 0.0173
31. H 0.0719
32. H 0.1008
33. H 0.0969
34. H 0.0769
35. O -0.1886
36. H 0.1040
37. H 0.0982
38. H 0.0776
39. H 0.1225
40. C -0.0459
41. H 0.0646
42. O -0.2537
43. H 0.0940
44. H 0.0799
45. H 0.0689
46. C -0.0639
47. H 0.1287
48. H 0.0805
49. C -0.4683
50. H 0.0810
51. H 0.0524
52. C -0.1226
53. H 0.0782
54. H 0.1559
55. H 0.0961
56. H 0.0898
57. C -0.4297
58. H 0.0844
59. C -0.4702
60. H 0.0730
61. N 0.0685
62. H 0.1026
63. C -0.2268
64. H 0.1136
65. C -0.1053
66. N 0.0638
67. C -0.4140
68. H 0.1467
69. H 0.0960
70. H 0.0832
71. C -0.0451
72. N 0.0432
73. N 0.0327
74. C -0.5029
75. H 0.1138
76. H 0.0883
77. H 0.1415
78. O -0.1126
79. H 0.1268
80. H 0.0706
81. C -0.3885
82. H 0.0778
83. H 0.0790
84. H 0.1371
85. H 0.0405
86. H 0.0692
87. H 0.0483
88. H 0.0734
89. C -0.0485
90. C -0.1177
91. H 0.0859
92. H 0.1008
93. H 0.0592
94. O -0.2028
95. H 0.0512
96. H 0.0737
97. C -0.4447
98. H 0.0947
99. H 0.0551


[3]
Density functional theory data (ωB97M-V with the def2-TZVPD basis set) for a molecular structure, C39H67FN5O4SiSn.

Structure (XYZ):
```
118
C39H67FN5O4SiSn ωB97M-V with the def2-TZVPD basis set
C -7.74101 -0.54817 0.24791
H -3.47817 -4.57009 6.11658
H 4.22077 5.70443 -3.58306
C 1.20789 -2.62206 4.11454
H 4.14072 -2.95715 2.43660
C 4.12811 1.79537 -5.60130
H -0.88775 2.80814 0.13446
C -7.72895 0.61379 1.07749
H -2.11374 5.41706 -3.08863
H -2.52265 2.24149 -0.63993
H 2.05712 4.26774 -0.95359
C -3.89320 -0.09392 -2.24090
H 2.57579 0.20244 -1.38572
H 3.76104 1.47065 -0.88811
C 3.12829 -6.01915 3.75292
C 3.94341 -3.93220 4.87221
H 2.00961 1.79609 -0.73274
H -1.34443 4.87127 -5.11775
H 4.94928 -4.31609 4.73167
H 0.47470 -0.46707 2.67994
H 4.35622 -4.72108 2.05578
C -0.65185 -3.94567 4.30183
H -6.47351 2.16532 1.23854
H -0.43713 1.68091 -5.36384
H 5.05985 0.15376 -2.67072
H -1.93489 -1.46878 6.15797
H 3.58680 -4.29461 5.82176
C -5.35780 0.25925 -2.49835
C -2.71943 -3.89635 5.66837
C 4.66803 3.91188 -1.66659
Sn -1.35063 -0.63246 -1.95580
H -2.38433 -4.97280 2.34502
H -3.52245 -3.82377 3.11752
C 3.63034 -3.90817 2.40489
H 4.77707 2.65177 -5.41331
C 2.77026 1.29930 -1.37806
C -1.54840 2.77247 -0.78699
H 1.29919 1.60395 -5.67493
C -7.15725 -0.58801 -0.98115
H -2.73979 -0.32753 3.54446
H -0.31093 -0.70509 6.28561
C 0.55435 2.19098 -5.13444
H 5.63544 3.37020 -1.94492
H 5.05067 4.96588 -1.53799
O -8.44290 0.96477 1.98434
H 1.54426 4.06388 -5.75490
H 3.11906 4.79462 -4.66175
H 0.05530 3.63735 -6.57785
C -1.82783 4.25395 -1.20633
C -1.23773 -0.80550 5.72048
H 3.12553 -0.75490 -3.52682
C -2.00453 4.36043 -2.70191
H 4.15546 -6.29918 3.65775
H 1.87788 -1.79945 4.09737
H 0.14255 5.38718 -4.29378
H 3.95222 -2.82317 4.94841
C -0.38520 4.50771 -4.66169
C -1.70627 -6.11179 5.02670
H -5.41265 1.21622 -3.08603
C 5.24984 0.73566 -3.60754
C -0.93832 -1.20685 4.26135
H 3.25456 2.14371 -6.15350
C 3.89347 4.70664 -3.89260
C -2.13531 -1.18174 3.30655
Si 2.84897 2.14085 -3.09392
C 3.49871 3.89938 -2.65197
C 1.61875 -3.97029 4.04024
H -5.74776 -0.50189 -3.19770
H -2.89759 3.82335 -3.02250
C -2.01664 -4.63527 4.53391
H 4.77154 4.26556 -4.45151
C 3.10378 -4.46518 3.74408
H -0.97967 -6.08204 5.89874
N 0.77115 2.03684 -3.66765
H -1.27398 -6.68607 4.22317
H 0.45812 -5.83823 3.94899
H -7.28986 -1.46818 -1.56112
C 0.04196 -0.15748 3.65956
H 2.85256 5.71656 -1.63690
C 0.50612 3.65749 -5.58491
C -0.32342 2.67864 -2.92206
C 0.48313 -4.78385 4.12011
C 3.90089 1.09275 -4.28289
H -1.73881 0.18465 5.69983
H -2.59710 -6.64825 5.33552
H -2.69113 4.60374 -0.66165
H -0.54771 0.75370 3.43571
N -0.81539 3.82614 -3.41419
C 2.38577 4.71814 -1.93679
H -2.63689 -2.07667 3.41797
O -3.12507 -0.15649 -3.27797
F -8.39261 -1.66212 0.73755
C -2.91106 -4.74549 3.28158
H 2.15362 -0.01763 -4.85860
H 5.90688 0.14124 -4.24942
H 0.81976 0.13977 4.33978
H 1.57970 4.90774 -2.65408
H -1.82395 -1.14031 2.26124
C -5.95345 1.44653 -0.52297
H -3.14576 -2.96865 5.30140
H -1.97766 -3.61602 6.43352
N -6.25444 0.37488 -1.37974
O -5.24642 2.38676 -0.81669
H 2.50149 -6.33339 2.93334
H -3.68345 -5.49600 3.43817
H 4.36734 3.58982 -0.66496
H 2.78236 -6.40536 4.70718
H 5.83466 1.61375 -3.27968
C 3.15340 -0.19162 -4.46462
H 2.77570 -3.87753 1.76611
H 4.67313 1.10049 -6.26128
N -0.81155 2.06202 -1.85490
C -0.21276 -2.53831 4.25021
H 3.69834 -0.77741 -5.25587
H -1.01632 4.89361 -0.81979
H 0.74016 1.03240 -3.43043
O -3.49400 -0.39269 -1.06629
N -6.58958 1.35215 0.68964
```

## Properties
Total charge: +1
E_LUMO (alpha / beta) (eV): -2.737 / -2.691
HOMO (alpha / beta) (eV): -9.00 / -7.92
HOMO-LUMO gap (alpha / beta) (Ha): 0.2301 / 0.1923
Energy (Ha): -2704.35026

Results of the Löwdin charge analysis, in e, for atoms 1 through 99:
1. C -0.1450
2. H 0.0988
3. H 0.0921
4. C -0.0055
5. H 0.0716
6. C -0.0831
7. H 0.1319
8. C -0.3914
9. H 0.1449
10. H 0.1003
11. H 0.0977
12. C -0.6569
13. H 0.0466
14. H 0.0496
15. C -0.0493
16. C -0.0701
17. H 0.0398
18. H 0.1431
19. H 0.0854
20. H 0.0922
21. H 0.1049
22. C -0.0637
23. H 0.1523
24. H 0.1612
25. H 0.0947
26. H 0.0385
27. H 0.0842
28. C -0.0561
29. C -0.0506
30. C -0.1045
31. Sn 1.0675
32. H 0.0896
33. H 0.0752
34. C -0.0374
35. H 0.0624
36. C -0.1478
37. C -0.1818
38. H 0.0933
39. C 0.0667
40. H 0.0857
41. H 0.0935
42. C -0.1598
43. H 0.0996
44. H 0.1069
45. O 0.1403
46. H 0.1089
47. H 0.0603
48. H 0.1220
49. C -0.1480
50. C -0.0255
51. H 0.0860
52. C -0.1119
53. H 0.0705
54. H 0.0917
55. H 0.1124
56. H 0.0925
57. C -0.1073
58. C -0.0636
59. H 0.1545
60. C -0.0592
61. C -0.5234
62. H 0.0724
63. C -0.0989
64. C -0.0254
65. Si 0.8843
66. C -0.6245
67. C -0.1369
68. H 0.1498
69. H 0.1360
70. C -0.5120
71. H 0.0867
72. C -0.5389
73. H 0.1123
74. N 0.0092
75. H 0.0621
76. H 0.0846
77. H 0.1413
78. C -0.0839
79. H 0.1140
80. C -0.1225
81. C -0.3557
82. C -0.0260
83. C -0.6505
84. H 0.0944
85. H 0.0745
86. H 0.1118
87. H 0.0829
88. N -0.0446
89. C -0.0903
90. H 0.0130
91. O -0.2366
92. F 0.0638
93. C -0.0427
94. H 0.0572
95. H 0.1003
96. H 0.0678
97. H 0.0527
98. H 0.0878
99. C -0.4613